Formula: C4H10OS
Source: OMol25
Level of theory: wB97M-V/def2-TZVPD

```
16
Properties=species:S:1:pos:R:3:forces:R:3
C -3.240396 -3.927500 -4.522330 0.511 -1.151 0.675
C -2.258004 -4.453860 -3.494683 0.626 0.675 -0.483
O -1.921313 -5.601950 -3.405690 -0.208 -0.166 0.117
H -3.866156 -4.793681 -4.736640 -0.437 0.378 -0.202
H -2.688005 -3.677445 -5.425928 0.042 0.217 -0.026
H -3.744949 -3.066904 -4.109313 -0.381 0.180 -0.194
H -1.759917 -3.678035 -2.870581 -0.153 -0.134 0.113
C 0.840311 3.178583 3.879901 -0.058 0.503 -0.409
S 2.117360 2.696456 2.691145 -0.557 0.580 -0.210
C 2.218641 4.193285 1.650890 0.583 -0.568 0.199
H -0.151165 3.100840 3.424797 0.087 -0.490 0.302
H 0.892384 4.215534 4.222771 0.532 -0.050 -0.084
H 1.023663 2.539883 4.731292 -0.507 -0.245 0.228
H 2.754286 3.826357 0.776510 0.219 0.335 -0.033
H 1.308914 4.667015 1.288733 -0.322 -0.342 0.334
H 2.819105 4.897915 2.220042 0.021 0.277 -0.327
```
Forces are in eV/Å.

Computed properties:
SMILES: CC=O.CSC
Energy (Eh): -631.7933
HOMO-LUMO gap (eV): 9.62
LUMO level (eV): 1.098
Relative energy (zero: lowest compared OMol25 entry of this formula, charge and spin) (kJ/mol): 82.45

natural (NBO) atomic charge list, values in e, 4 entries:
1. C -0.7248
2. C 0.4473
3. O -0.5177
4. H 0.2362

---

Formula: C4H10OS
Source: OMol25
Level of theory: wB97M-V/def2-TZVPD

```
16
Properties=species:S:1:pos:R:3:forces:R:3
C 0.896497 0.885420 -0.375925 -2.258 2.066 1.296
C 0.515756 1.994357 0.620770 1.710 -1.408 0.821
C -0.623785 -1.664960 -0.139518 -0.386 -0.065 0.575
C 0.491948 -2.335949 0.129954 -0.704 -0.570 0.481
O 3.215840 0.619956 0.810276 0.418 0.943 1.250
S 2.407530 0.027888 -0.266635 0.521 -1.832 -1.667
H 0.065752 0.532703 -1.002200 0.973 0.004 0.074
H 0.929178 2.929372 0.293114 0.536 0.637 -0.131
H -0.533235 2.147683 0.591744 -1.065 -0.115 0.225
H 0.896087 1.837960 1.710126 -0.675 0.051 -1.935
H -0.855573 -1.361107 -1.153121 -0.242 -0.423 -0.059
H -1.381743 -1.439581 0.622604 0.612 0.386 -0.214
H -3.980067 0.634833 -1.569257 0.494 -0.029 2.770
H 0.976800 -2.837200 -0.682783 0.844 0.275 -0.284
H 0.812200 -2.597649 1.145621 -0.293 0.051 -0.434
H -3.833189 0.626278 -0.734770 -0.484 0.027 -2.768
```
Forces are in eV/Å.

Computed properties:
Multiplicity: 3
Energy (Eh): -631.6138
Expectation value of S²: 2.009
HOMO-LUMO gap (spin up / spin down) (eV): 7.97 / 8.21
LUMO level (spin up / spin down) (eV): 0.968 / -1.712
Relative energy (zero: lowest compared OMol25 entry of this formula, charge and spin) (kJ/mol): 125.26

natural (NBO) atomic charge list, values in e, 4 entries:
1. C -0.3638
2. C -0.6818
3. C -0.3982
4. C -0.4040